# 1
Molecular formula: C16H28N4OS
Method: DFT, wB97M-V/def2-TZVPD

CARTESIAN COORDINATES (ANGSTROEM)
S1 -0.088 -1.579 -0.835
O1 -3.664 -1.342 -0.919
N1 2.398 -0.574 -0.322
N2 0.949 0.938 -0.989
N3 -2.690 0.002 0.597
N4 2.124 1.552 -0.765
C1 -1.604 0.842 1.067
C2 -1.491 -0.611 -1.488
C3 -0.840 0.173 2.217
C4 5.198 1.011 -2.442
C5 5.072 1.790 -1.139
C6 2.952 -1.859 0.017
C7 -3.893 -0.147 1.421
C8 2.992 0.663 -0.376
C9 3.495 -2.571 -1.218
C10 -2.102 2.254 1.456
C11 -3.620 2.313 1.596
C12 4.410 0.952 -0.039
C13 -4.094 1.065 2.327
C14 -2.705 -0.675 -0.569
C15 -3.874 -1.463 2.199
C16 1.117 -0.330 -0.728
H1 4.438 1.510 0.901
H2 -3.905 3.215 2.139
H3 4.959 0.020 0.099
H4 -4.727 -0.197 0.709
H5 2.696 -2.732 -1.937
H6 -1.118 0.394 -1.677
H7 -3.785 -2.295 1.506
H8 5.664 1.627 -3.207
H9 -1.643 2.535 2.405
H10 -5.151 1.140 2.583
H11 3.741 -1.713 0.759
H12 -0.596 -0.855 1.957
H13 -4.803 -1.571 2.752
H14 -4.089 2.349 0.611
H15 3.908 -3.535 -0.935
H16 -1.416 0.172 3.137
H17 0.087 0.714 2.392
H18 -3.535 0.952 3.257
H19 5.809 0.120 -2.303
H20 -1.781 -1.090 -2.424
H21 4.216 0.711 -2.800
H22 -0.896 0.967 0.248
H23 2.153 -2.454 0.469
H24 4.275 -1.979 -1.690
H25 4.465 2.680 -1.304
H26 -3.044 -1.497 2.900
H27 -1.773 2.976 0.707
H28 6.062 2.100 -0.799

Output
Calculated total energy ... -35890.4497 eV
Total charge ... 0
Multiplicity ... 1
SMILES ... CCCc1nnc(SCC(=O)N2[C@H](C)CCC[C@@H]2C)n1CC
Energy relative to the best compared isomer or geometry (same formula, charge and spin) ... 2.8 kJ/mol

Atomic partial charges in e from the natural (NBO) method, atoms 1 to 8:
1. S 0.257
2. O -0.638
3. N -0.376
4. N -0.351
5. N -0.441
6. N -0.294
7. C -0.071
8. C -0.613

=====

# 2
Molecular formula: C43H50BrN4O8SiW
Method: DFT, wB97M-V/def2-TZVPD

CARTESIAN COORDINATES (ANGSTROEM)
W1 0.008 -0.117 0.307
Br1 -2.261 0.150 -2.412
Si1 1.211 -0.404 3.655
O1 1.887 0.407 -3.330
O2 -1.264 1.464 0.283
O3 0.840 0.012 2.121
O4 -5.045 -2.081 4.897
O5 -0.576 -1.820 -0.501
O6 0.700 0.667 -1.424
O7 -2.036 -3.509 -0.711
O8 -5.688 -3.281 3.085
N1 1.935 -1.233 -0.216
N2 2.912 2.240 -0.060
N3 1.613 2.279 0.546
N4 -1.667 -0.811 1.511
C1 -1.302 2.427 6.428
C2 3.510 1.206 3.300
C3 -3.836 -1.853 2.901
C4 -3.138 5.269 -3.512
C5 -2.277 5.510 1.548
C6 -4.985 -2.480 3.721
C7 2.412 -2.267 0.465
C8 3.938 -1.228 3.428
C9 -2.000 5.429 -4.529
C10 -3.176 -0.712 3.337
C11 -2.318 -1.887 1.065
C12 0.120 -3.013 3.135
C13 3.066 -0.096 3.980
C14 3.145 -3.278 -0.161
C15 -0.044 -4.815 4.711
C16 -1.975 4.027 1.308
C17 -3.051 3.211 2.038
C18 1.534 0.060 -2.217
C19 -2.616 2.892 -2.813
C20 -2.180 1.960 -1.893
C21 0.602 -4.026 5.654
C22 -1.664 -2.500 -0.153
C23 -2.465 4.558 -1.140
C24 -3.402 -2.435 1.704
C25 -0.610 3.748 1.946
C26 -0.285 -4.305 3.447
C27 3.338 0.029 5.486
C28 -1.427 1.052 6.560
C29 2.163 -1.161 -1.528
C30 -2.729 4.233 -2.465
C31 0.994 -2.736 5.331
C32 2.868 -2.101 -2.234
C33 -0.425 2.949 5.487
C34 -0.668 0.204 5.762
C35 -1.788 2.310 -0.589
C36 0.324 2.095 4.690
C37 -3.422 6.637 -2.891
C38 -2.106 -0.201 2.613
C39 3.364 -3.200 -1.527
C40 0.765 -2.191 4.060
C41 0.227 0.703 4.812
C42 -4.402 4.802 -4.246
C43 -2.031 3.639 -0.182
H1 -5.196 4.562 -3.538
H2 2.999 -1.964 -3.298
H3 2.822 1.702 -0.916
H4 3.360 1.177 2.218
H5 -1.578 0.692 2.917
H6 -0.625 4.072 2.990
H7 -0.363 2.686 1.923
H8 -2.279 6.140 -5.311
H9 4.400 0.252 5.638
H10 -3.906 -3.303 1.303
H11 -1.552 6.164 1.059
H12 -2.907 2.142 1.886
H13 -0.089 -2.641 2.142
H14 -3.739 7.332 -3.672
H15 0.782 -4.409 6.650
H16 4.580 1.363 3.479
H17 3.499 -4.109 0.432
H18 -0.374 -5.813 4.969
H19 -3.490 -0.251 4.264
H20 3.634 -2.209 3.799
H21 2.992 2.078 3.703
H22 1.006 2.960 0.092
H23 -0.819 -0.863 5.857
H24 2.203 -2.297 1.522
H25 3.126 -0.890 6.030
H26 -3.276 5.792 1.213
H27 -2.611 5.577 -0.830
H28 1.462 -2.139 6.102
H29 -2.229 5.704 2.622
H30 -1.901 3.089 7.041
H31 -3.018 3.412 3.112
H32 2.756 0.829 5.945
H33 -2.871 2.550 -3.806
H34 3.210 3.172 -0.336
H35 3.922 -1.249 2.339
H36 -4.218 6.585 -2.145
H37 -1.761 4.476 -5.003
H38 -4.214 3.916 -4.852
H39 -0.806 -4.898 2.706
H40 4.980 -1.068 3.726
H41 3.901 -3.983 -2.047
H42 0.176 4.310 1.436
H43 -2.536 7.058 -2.414
H44 -4.044 3.475 1.669
H45 -2.135 0.635 7.264
H46 -4.763 5.587 -4.915
H47 -0.334 4.022 5.364
H48 0.975 2.529 3.940
H49 -1.095 5.792 -4.040
H50 1.728 2.523 1.525

Output
Calculated total energy ... -147497.2695 eV
Total charge ... -1
Multiplicity ... 3
Energy relative to the best compared isomer or geometry (same formula, charge and spin) ... 43.9 kJ/mol

Atomic partial charges in e from the Mulliken method, atoms 1 to 8:
1. W 2.602
2. Br -0.158
3. Si -0.983
4. O -0.715
5. O 0.525
6. O 0.792
7. O -0.719
8. O -0.801

=====

# 3
Molecular formula: C4H12O2S
Method: DFT, wB97M-V/def2-TZVPD

CARTESIAN COORDINATES (ANGSTROEM)
S1 3.056 0.071 0.080
O1 -2.664 0.587 -0.427
O2 -1.527 -2.272 -1.753
C1 1.428 1.065 0.239
C2 0.118 0.198 0.153
C3 -0.823 0.632 1.264
C4 -2.188 0.127 0.794
H1 0.316 -0.882 0.226
H2 -0.298 0.358 -0.804
H3 1.593 1.859 -0.428
H4 -0.573 0.207 2.288
H5 -2.357 -1.730 -1.431
H6 -2.659 1.509 -0.603
H7 -2.140 -0.973 0.692
H8 -0.577 1.680 1.179
H9 -1.562 -3.138 -1.305
H10 -2.993 0.317 1.505
H11 3.131 -0.242 -1.203
H12 1.541 1.236 1.349

Output
Calculated total energy ... -19271.3807 eV
Total charge ... 0
Multiplicity ... 1
SMILES ... OCCCCS.O
Energy relative to the best compared isomer or geometry (same formula, charge and spin) ... 127.9 kJ/mol

Atomic partial charges in e from the natural (NBO) method, atoms 1 to 8:
1. S -0.108
2. O -0.743
3. O -0.954
4. C -0.464
5. C -0.421
6. C -0.440
7. C -0.053
8. H 0.220

=====

# 4
Molecular formula: C29H39N2O10S
Method: DFT, wB97M-V/def2-TZVPD

CARTESIAN COORDINATES (ANGSTROEM)
S1 -1.927 -0.676 -4.059
O1 1.892 -3.218 4.835
O2 3.349 -5.380 4.066
O3 -1.090 1.753 -2.816
O4 -3.464 1.469 0.357
O5 -4.366 9.631 -5.362
O6 5.614 -4.970 8.166
O7 -2.766 9.433 -7.551
O8 4.098 -2.862 8.972
O9 -1.173 5.180 -6.338
O10 -2.843 5.341 -4.189
N1 -0.506 3.093 -4.651
N2 -0.951 1.898 -5.128
C1 -1.917 7.303 -7.004
C2 2.945 -2.981 6.928
C3 4.751 -4.594 7.390
C4 -2.764 1.114 1.579
C5 3.576 -4.789 5.268
C6 -1.468 -3.636 -0.102
C7 -1.945 6.277 -6.146
C8 -3.515 0.347 -0.561
C9 -1.554 -3.174 -2.738
C10 2.376 0.180 2.547
C11 -0.302 0.512 2.500
C12 -1.324 0.485 1.255
C13 4.521 -5.242 6.096
C14 -0.934 -1.654 -2.794
C15 2.730 -3.614 5.623
C16 -1.312 1.047 -4.034
C17 1.134 0.992 1.900
C18 2.461 -3.128 0.348
C19 -3.646 7.492 -4.709
C20 1.047 -2.764 -0.359
C21 0.055 -4.054 -0.370
C22 3.027 -0.838 1.494
C23 3.887 -3.436 7.756
C24 2.670 -2.386 1.756
C25 -0.596 3.005 -3.234
C26 -3.614 8.515 -5.564
C27 -2.390 -3.484 -1.412
C28 -2.754 8.484 -6.782
C29 -2.826 6.297 -4.941
H1 -1.286 7.302 -7.881
H2 2.313 -2.140 7.181
H3 0.386 -4.670 0.551
H4 1.305 -2.467 -1.427
H5 -1.370 4.575 -5.584
H6 -4.166 10.218 -6.117
H7 3.182 0.980 2.757
H8 -2.563 0.280 -1.196
H9 1.199 2.119 2.052
H10 -0.760 -3.945 -3.003
H11 -0.237 -0.568 2.898
H12 0.574 -1.882 0.214
H13 -2.315 -3.200 -3.609
H14 1.185 0.810 0.765
H15 -3.603 -0.657 -0.012
H16 2.129 -0.283 3.556
H17 4.169 -0.698 1.569
H18 -0.917 -1.154 -1.771
H19 -4.267 7.502 -3.823
H20 0.220 -4.730 -1.268
H21 -3.395 0.488 2.299
H22 -0.663 1.176 3.351
H23 -4.375 0.457 -1.317
H24 3.306 -2.757 -0.340
H25 2.623 -4.869 3.657
H26 5.143 -6.092 5.850
H27 3.582 -2.828 2.310
H28 -1.488 -2.721 0.605
H29 -1.415 -0.600 0.923
H30 0.153 -1.769 -3.168
H31 -3.001 -2.515 -1.226
H32 -0.302 3.791 -2.468
H33 -0.921 1.061 0.343
H34 1.746 -2.554 2.398
H35 2.553 -4.252 0.528
H36 4.828 -3.370 9.375
H37 -2.560 2.114 2.112
H38 -1.930 -4.494 0.522
H39 2.754 -0.623 0.402

Output
Calculated total energy ... -64987.7571 eV
Total charge ... -1
Multiplicity ... 1

Atomic partial charges in e from the Mulliken method, atoms 1 to 8:
1. S -0.159
2. O -0.537
3. O -0.599
4. O 0.012
5. O -0.424
6. O -0.575
7. O -0.624
8. O -0.636

=====

# 5
Molecular formula: C17H48N6O15
Method: DFT, wB97M-V/def2-TZVPD

CARTESIAN COORDINATES (ANGSTROEM)
O1 -12.151 -20.214 19.938
O2 -6.725 -24.172 22.481
O3 -2.651 -25.793 22.879
O4 -5.623 -18.354 17.867
O5 -6.784 -17.228 22.461
O6 -3.865 -24.246 27.832
O7 -4.848 -22.127 16.918
O8 -7.536 -22.276 21.799
O9 -3.752 -18.694 16.895
O10 -10.666 -19.613 21.182
O11 -6.595 -19.332 21.901
O12 -10.974 -25.753 21.400
O13 -2.407 -20.487 21.773
O14 -4.935 -23.161 18.796
O15 -3.670 -19.434 23.828
N1 -11.081 -20.392 20.381
N2 -6.909 -18.493 22.717
N3 -5.268 -23.015 17.712
N4 -4.535 -18.781 17.879
N5 -6.584 -23.018 22.134
N6 -3.196 -21.940 26.389
C1 -6.410 -23.902 17.325
C2 -4.041 -19.426 19.155
C3 -5.192 -22.466 21.897
C4 -1.655 -25.079 22.209
C5 -0.164 -20.537 21.601
C6 -3.607 -17.975 23.779
C7 -4.654 -23.074 28.090
C8 -3.247 -21.283 25.142
C9 -8.652 -26.469 21.465
C10 -1.270 -19.580 21.777
C11 -3.807 -25.170 28.944
C12 -1.013 -23.985 23.093
C13 -9.620 -25.317 21.590
C14 -3.717 -19.868 25.143
C15 -10.125 -21.395 19.784
C16 -7.367 -18.750 24.096
C17 -4.535 -22.054 26.911
H1 -0.471 -24.376 23.953
H2 -1.778 -23.233 23.285
H3 -7.273 -17.850 24.704
H4 -4.529 -23.331 21.923
H5 -9.367 -24.583 20.825
H6 -4.305 -22.648 29.030
H7 -0.229 -23.401 22.611
H8 -6.943 -23.624 16.415
H9 -4.840 -19.873 19.747
H10 -1.169 -18.924 22.641
H11 -9.360 -20.871 19.211
H12 -8.436 -18.956 24.052
H13 -5.647 -23.514 28.183
H14 -6.813 -19.640 24.394
H15 -2.316 -26.108 23.721
H16 -3.342 -24.693 29.807
H17 -9.820 -22.012 20.629
H18 0.679 -20.084 21.079
H19 -5.077 -22.118 20.871
H20 -3.641 -17.665 22.735
H21 -5.211 -22.511 26.187
H22 -10.828 -21.935 19.150
H23 -2.674 -22.804 26.416
H24 -3.132 -25.864 28.444
H25 -3.686 -21.891 24.351
H26 -4.991 -21.119 27.235
H27 -4.768 -25.622 29.190
H28 -8.877 -27.348 22.068
H29 -8.756 -26.928 20.482
H30 -4.783 -19.847 25.372
H31 -5.822 -24.814 17.223
H32 -2.101 -24.610 21.332
H33 0.311 -20.873 22.523
H34 -7.603 -26.233 21.643
H35 -3.089 -19.367 25.879
H36 -0.864 -25.754 21.883
H37 -2.822 -17.477 24.350
H38 -4.961 -21.641 22.571
H39 -3.626 -18.642 19.788
H40 -7.020 -24.047 18.216
H41 -11.041 -26.151 20.529
H42 -2.939 -20.267 22.541
H43 -3.183 -20.025 18.852
H44 -1.264 -18.878 20.943
H45 -9.393 -24.932 22.584
H46 -2.238 -21.282 24.730
H47 -0.389 -21.411 20.990
H48 -4.490 -17.471 24.173

Output
Calculated total energy ... -58032.4931 eV
Total charge ... +1
Multiplicity ... 2

Atomic partial charges in e from the Mulliken method, atoms 1 to 8:
1. O -0.566
2. O -0.571
3. O -0.490
4. O -0.555
5. O -0.522
6. O -0.297
7. O -0.533
8. O -0.481

=====

# 6
Molecular formula: C38H40BN6O5W
Method: DFT, wB97M-V/def2-TZVPD

CARTESIAN COORDINATES (ANGSTROEM)
W1 0.166 0.183 0.064
O1 -1.386 -2.121 0.821
O2 0.718 0.404 -1.781
O3 -2.224 -1.810 -1.235
O4 -1.060 0.515 1.395
O5 0.176 4.034 -3.715
N1 -1.097 1.688 -0.854
N2 -0.670 2.140 -2.068
N3 0.972 2.302 1.218
N4 2.743 0.670 -0.118
N5 1.247 -0.494 1.951
N6 1.651 -1.650 -0.486
C1 -4.786 2.061 2.254
C2 1.833 3.466 -5.281
C3 -4.432 -2.767 -0.984
C4 0.784 -0.533 4.315
C5 2.611 -1.375 -1.406
C6 2.898 2.124 -0.218
C7 3.414 0.159 1.091
C8 0.985 3.101 -4.236
C9 -2.115 -4.375 1.316
C10 1.245 -2.938 -0.414
C11 1.974 0.139 4.595
C12 2.839 0.387 3.532
C13 1.859 0.845 -4.383
C14 -4.182 2.366 1.060
C15 3.265 -0.015 -1.301
C16 0.333 2.863 2.259
C17 -2.448 -4.164 -1.542
C18 -2.885 0.738 2.909
C19 1.036 1.780 -3.741
C20 -2.903 1.865 0.745
C21 1.623 -3.906 -1.314
C22 2.483 -3.567 -2.358
C23 0.860 3.872 3.032
C24 2.210 2.775 0.946
C25 3.014 -2.285 -2.366
C26 -2.258 2.208 -0.462
C27 0.467 -0.837 3.014
C28 2.468 0.037 2.252
C29 2.664 1.217 -5.437
C30 2.136 4.350 2.747
C31 -2.259 1.010 1.690
C32 0.319 1.416 -2.529
C33 2.814 3.779 1.682
C34 -2.939 -2.960 -0.733
C35 -4.135 1.254 3.187
C36 -2.525 -3.005 0.778
C37 -3.584 -2.406 1.712
C38 2.671 2.539 -5.865
B1 -1.288 -1.377 -0.353
H1 -3.195 -2.384 2.727
H2 -1.735 -4.253 2.328
H3 1.260 -4.916 -1.212
H4 -1.335 -4.837 0.720
H5 -3.814 -1.384 1.421
H6 3.290 0.487 -5.925
H7 3.053 0.574 -2.198
H8 -4.992 -3.586 -0.541
H9 -2.978 -5.033 1.349
H10 3.328 2.845 -6.664
H11 0.288 4.277 3.850
H12 -0.431 -1.390 2.760
H13 -5.768 2.448 2.476
H14 2.583 5.136 3.335
H15 3.788 -0.848 0.876
H16 0.588 -3.174 0.411
H17 3.803 0.838 3.704
H18 0.120 -0.826 5.112
H19 4.273 0.788 1.360
H20 2.759 -4.285 -3.110
H21 1.808 4.490 -5.617
H22 -4.782 -1.825 -0.575
H23 -4.493 -3.001 1.704
H24 -2.734 2.919 -1.128
H25 4.357 -0.134 -1.241
H26 -1.372 -4.281 -1.446
H27 -4.615 1.022 4.123
H28 3.807 4.112 1.422
H29 -0.413 3.617 -3.052
H30 -0.651 2.478 2.487
H31 -2.948 -5.075 -1.228
H32 1.830 -0.179 -4.037
H33 2.235 0.424 5.600
H34 -4.611 -2.758 -2.056
H35 -4.683 2.990 0.338
H36 3.742 -1.989 -3.104
H37 2.426 2.470 -1.149
H38 -2.380 0.102 3.621
H39 3.959 2.417 -0.240
H40 -2.670 -3.983 -2.590

Output
Calculated total energy ... -61734.0529 eV
Total charge ... +1
Multiplicity ... 1
Energy relative to the best compared isomer or geometry (same formula, charge and spin) ... 65.7 kJ/mol

Atomic partial charges in e from the Mulliken method, atoms 1 to 8:
1. W 0.222
2. O 0.325
3. O -0.809
4. O -0.340
5. O 0.764
6. O -0.650
7. N 1.504
8. N -1.936

=====

Question: Which value of total charge does entry 2 give?
Answer: -1